1.
DFT (ωB97M-V/def2-TZVPD) results for 8 unconnected molecules or ions with the total composition C62H60F7O.

```
130
Properties=species:S:1:pos:R:3:lowdin_charge:R:1
C -7.3508 -6.4636 -4.6241 -0.06
C -5.9030 -6.8062 -4.3754 -0.29
C -5.5025 -8.1228 -4.1681 -0.09
C -4.1610 -8.4104 -3.9336 -0.10
C -3.2171 -7.3960 -3.8767 -0.05
C -3.5911 -6.0588 -4.0561 -0.21
C -2.5975 -4.9137 -3.9472 -0.25
C -1.3777 -5.1352 -3.0452 -0.23
C -1.4292 -4.2902 -1.8022 -0.26
O -1.5704 -5.1010 -0.5685 -0.09
C -2.8405 -5.3750 -0.1822 -0.24
C -3.7497 -4.3458 0.0724 0.02
C -5.0383 -4.6052 0.5145 -0.29
C -5.9853 -3.4757 0.8280 -0.06
C -5.4238 -5.9320 0.6759 -0.07
C -4.5246 -6.9602 0.4164 -0.04
C -3.2260 -6.7119 -0.0067 -0.13
C -2.2165 -7.8046 -0.2556 -0.35
C -1.2508 -7.8909 0.9470 -0.06
C -2.8512 -9.1740 -0.5211 -0.08
C -4.9360 -5.8017 -4.3253 -0.02
H -7.7801 -5.9309 -3.7723 0.07
H -7.9367 -7.3690 -4.7938 0.06
H -7.4485 -5.8370 -5.5128 0.07
H -6.2390 -8.9191 -4.1908 0.08
H -3.8634 -9.4424 -3.7783 0.09
H -2.1815 -7.6351 -3.6724 0.10
H -2.3205 -4.6509 -4.9813 0.08
H -3.1793 -4.0460 -3.5918 0.08
H -1.3945 -6.1667 -2.6886 -0.01
H -2.2772 -3.5865 -1.8443 0.07
H -0.5336 -3.6863 -1.6035 0.07
H -3.4268 -3.3212 -0.0701 0.10
H -6.9917 -3.6912 0.4667 0.07
H -5.6420 -2.5368 0.3943 0.07
H -6.0563 -3.3282 1.9104 0.07
H -6.4336 -6.1679 0.9970 0.10
H -4.8621 -7.9825 0.5473 0.09
H -1.6062 -7.5219 -1.1140 0.11
H -0.7887 -8.8811 1.0030 0.07
H -1.7905 -7.7109 1.8794 0.08
H -0.4643 -7.1414 0.8635 0.07
H -3.0789 -9.6910 0.4161 0.07
H -3.7621 -9.0800 -1.1146 0.05
H -2.1515 -9.7877 -1.0921 0.08
H -5.2392 -4.7676 -4.4752 0.11
F -1.9728 2.9203 1.7138 0.04
C -2.0850 1.5704 1.7311 -0.30
C -1.4867 0.8355 0.7280 -0.02
C -1.5856 -0.5487 0.7667 -0.07
C -2.2800 -1.1707 1.7953 -0.08
C -2.8781 -0.4079 2.7885 -0.07
C -2.7808 0.9771 2.7643 -0.03
H -0.9510 1.3408 -0.0648 0.12
H -1.1192 -1.1443 -0.0076 0.11
H -2.3527 -2.2502 1.8147 0.10
H -3.4236 -0.8908 3.5881 0.11
H -3.2300 1.5905 3.5341 0.12
F 2.5648 6.0066 5.8640 0.04
C 1.6423 5.7509 4.9074 -0.28
C 1.1294 4.4747 4.7962 0.00
C 0.1850 4.2282 3.8104 -0.06
C -0.2252 5.2436 2.9564 -0.08
C 0.3097 6.5173 3.0902 -0.08
C 1.2513 6.7808 4.0765 -0.04
H 1.4637 3.6948 5.4673 0.11
H -0.2337 3.2363 3.7114 0.09
H -0.9599 5.0354 2.1928 0.09
H -0.0047 7.3119 2.4261 0.10
H 1.6755 7.7676 4.2081 0.11
F 5.5209 10.6486 -0.0508 0.04
C 5.2613 10.0303 1.1247 -0.30
C 4.2901 9.0508 1.1604 -0.01
C 4.0331 8.4183 2.3687 -0.08
C 4.7391 8.7699 3.5109 -0.09
C 5.7090 9.7614 3.4456 -0.08
C 5.9802 10.3990 2.2436 -0.03
H 3.7499 8.7937 0.2592 0.12
H 3.2816 7.6421 2.4157 0.09
H 4.5326 8.2703 4.4485 0.10
H 6.2615 10.0403 4.3328 0.11
H 6.7387 11.1665 2.1668 0.12
F 12.0854 7.5989 0.4237 0.05
C 10.8582 8.0193 0.0476 -0.29
C 10.7143 8.6377 -1.1779 -0.01
C 9.4496 9.0658 -1.5556 -0.08
C 8.3637 8.8742 -0.7132 -0.09
C 8.5378 8.2541 0.5162 -0.07
C 9.7957 7.8166 0.9059 -0.01
H 11.5767 8.7799 -1.8148 0.12
H 9.3121 9.5482 -2.5116 0.08
H 7.3806 9.2114 -1.0137 0.08
H 7.6917 8.1112 1.1761 0.10
H 9.9578 7.3257 1.8559 0.12
F -8.1711 -10.5768 -3.6234 0.05
C -7.9179 -11.1306 -2.4198 -0.28
C -8.5755 -12.2967 -2.0808 -0.02
C -8.3167 -12.8673 -0.8427 -0.10
C -7.4177 -12.2705 0.0300 -0.10
C -6.7727 -11.0972 -0.3380 -0.07
C -7.0171 -10.5153 -1.5735 0.00
H -9.2739 -12.7408 -2.7771 0.11
H -8.8200 -13.7831 -0.5615 0.10
H -7.2194 -12.7189 0.9943 0.10
H -6.0709 -10.6271 0.3382 0.10
H -6.5163 -9.6050 -1.8791 0.11
F 9.5679 11.5232 -3.7735 0.05
C 8.3274 11.9307 -4.1230 -0.28
C 8.1597 12.5597 -5.3397 -0.02
C 6.8863 12.9788 -5.6970 -0.09
C 5.8128 12.7696 -4.8426 -0.10
C 6.0122 12.1355 -3.6241 -0.07
C 7.2783 11.7056 -3.2535 -0.01
H 9.0123 12.7146 -5.9867 0.12
H 6.7344 13.4703 -6.6487 0.10
H 4.8227 13.0997 -5.1262 0.10
H 5.1800 11.9716 -2.9526 0.10
H 7.4468 11.2069 -2.3087 0.10
F 0.0323 1.3908 5.3178 0.04
C 1.0454 0.6351 4.8320 -0.28
C 2.1010 0.3293 5.6666 -0.02
C 3.1371 -0.4438 5.1612 -0.09
C 3.1052 -0.8904 3.8474 -0.09
C 2.0305 -0.5640 3.0309 -0.07
C 0.9855 0.2034 3.5233 0.00
H 2.1047 0.6901 6.6864 0.11
H 3.9718 -0.6993 5.8004 0.10
H 3.9153 -1.4935 3.4606 0.10
H 2.0002 -0.9084 2.0059 0.11
H 0.1363 0.4639 2.9054 0.09
```

Results
Charge: -1
2S+1: 1
Orbital gap (eV): 3.6



2.
DFT (ωB97M-V/def2-TZVPD) results for a molecular structure, C62H75HfN7PSSi5Te at a distorted geometry.

```
153
Properties=species:S:1:pos:R:3:lowdin_charge:R:1
Hf -0.8309 -0.7421 1.1695 1.32
C -5.7154 -2.2141 3.9365 -0.10
C -5.0765 -3.3464 3.4476 -0.08
C -3.7660 -3.2893 3.0031 -0.03
C -3.0626 -2.0840 3.0358 -0.28
C -3.7071 -0.9509 3.5250 -0.06
C -5.0201 -1.0165 3.9699 -0.09
N -1.7271 -2.0095 2.5376 -0.17
N -1.1314 -3.2899 2.6704 0.01
C -0.1270 -3.5164 1.8780 -0.49
C 0.5525 -4.7882 2.0024 -0.04
C 1.5752 -5.0948 1.1828 -0.07
C 1.9778 -4.1549 0.1821 -0.09
C 1.3431 -2.9653 0.1174 -0.20
N 0.3279 -2.5900 0.9588 -0.11
H -6.7380 -2.2666 4.2872 0.10
H -5.6050 -4.2911 3.4080 0.11
H -3.2761 -4.1760 2.6301 0.10
H -3.2042 0.0008 3.5373 0.08
H -5.4977 -0.1176 4.3407 0.11
H 0.1847 -5.4610 2.7656 0.12
H 2.0803 -6.0492 1.2643 0.11
H 2.7806 -4.3819 -0.5031 0.08
H 1.6304 -2.2187 -0.6158 0.06
C -0.6987 -6.5175 -2.1183 -0.07
C -0.5852 -5.5637 -3.1184 -0.07
C -0.9345 -4.2444 -2.8659 -0.09
C -1.3954 -3.8672 -1.6067 -0.35
C -1.5159 -4.8335 -0.6083 -0.11
C -1.1717 -6.1502 -0.8653 -0.07
P -1.8015 -2.1402 -1.2142 1.08
C -2.1288 -1.4121 -2.8630 -0.36
C -3.4131 -1.3525 -3.4020 -0.06
C -3.6289 -0.7850 -4.6498 -0.06
C -2.5648 -0.2719 -5.3782 -0.07
C -1.2810 -0.3383 -4.8564 -0.09
C -1.0652 -0.9022 -3.6065 -0.14
C -3.4640 -2.2305 -0.5002 -0.34
C -4.3566 -3.2473 -0.7227 -0.08
C -5.7062 -3.1061 -0.3459 -0.06
C -6.1439 -1.9193 0.1704 -0.02
C -5.2448 -0.8516 0.4023 -0.16
C -5.7031 0.4048 0.8707 -0.02
C -4.8149 1.4096 1.0977 -0.07
C -3.4272 1.1612 0.9751 -0.16
C -2.8929 -0.0323 0.5279 -0.27
C -3.8657 -1.0282 0.1459 -0.23
H -0.4314 -7.5474 -2.3173 0.11
H -0.2319 -5.8459 -4.1021 0.11
H -0.8576 -3.5123 -3.6604 0.10
H -1.8994 -4.5606 0.3681 0.10
H -1.2726 -6.8911 -0.0824 0.11
H -4.2558 -1.7386 -2.8439 0.11
H -4.6330 -0.7456 -5.0522 0.11
H -2.7343 0.1727 -6.3509 0.11
H -0.4458 0.0494 -5.4287 0.09
H -0.0581 -0.9552 -3.2077 0.05
H -4.0377 -4.1525 -1.2263 0.11
H -6.3971 -3.9231 -0.5095 0.11
H -7.1904 -1.7783 0.4150 0.12
H -6.7649 0.5460 1.0371 0.12
H -5.1605 2.3803 1.4337 0.11
H -2.7787 1.9751 1.2703 0.06
C -0.3977 3.2353 -3.4536 -0.20
Si -0.9714 2.5292 -1.8369 0.29
C -1.0901 3.9817 -0.6574 -0.22
C -2.6716 1.8306 -2.1268 -0.19
H -1.0411 4.1065 -3.6186 0.05
H -0.5792 2.5393 -4.2719 0.02
H 0.6306 3.5753 -3.4838 0.00
H -1.5160 4.7919 -1.2578 0.05
H -0.1280 4.3258 -0.2715 0.03
H -1.7767 3.8111 0.1736 0.01
H -2.8911 1.8926 -3.1942 0.04
H -3.4013 2.4317 -1.5785 0.05
H -2.8042 0.8024 -1.8081 -0.01
N 2.1661 -1.1869 4.6482 0.16
C 1.4573 -1.4976 3.5439 -0.14
N 1.3041 -0.4842 2.7214 0.05
C 1.9832 0.5791 3.3417 -0.25
C 2.1695 1.9046 2.9497 -0.07
C 2.8684 2.7417 3.7941 -0.07
C 3.3930 2.2863 5.0137 -0.07
C 3.2365 0.9747 5.4118 0.00
C 2.5219 0.1462 4.5536 -0.19
H 2.3832 -1.8233 5.3942 0.17
H 1.0345 -2.4799 3.4140 0.11
H 1.8098 2.2539 1.9919 0.08
H 3.0290 3.7725 3.5036 0.11
H 3.9409 2.9719 5.6467 0.11
H 3.6457 0.6123 6.3455 0.12
S -0.8878 4.3070 5.9836 1.05
C -0.9129 3.1304 4.6852 -0.49
C -0.8004 3.4331 3.3339 -0.03
C -0.7841 2.3962 2.4248 -0.18
N -0.8983 1.1087 2.7518 -0.04
C -1.0084 0.8213 4.0618 -0.14
C -1.0173 1.7835 5.0429 -0.06
C -0.8287 5.8341 5.0809 -0.55
C -1.9858 6.4027 4.5674 -0.08
C -1.8748 7.5950 3.8670 -0.13
N -0.7203 8.2287 3.6689 0.07
C 0.3767 7.6815 4.1838 -0.13
C 0.3792 6.4879 4.8947 -0.08
H -0.6946 4.4488 2.9807 0.12
H -0.6415 2.6074 1.3723 0.05
H -1.0870 -0.2274 4.3165 0.11
H -1.1111 1.4853 6.0791 0.12
H -2.9485 5.9294 4.7089 0.11
H -2.7581 8.0647 3.4488 0.11
H 1.3043 8.2191 4.0207 0.11
H 1.2990 6.0787 5.2910 0.11
C 2.4282 -3.2359 -3.0256 -0.20
Si 2.9279 -1.5884 -3.7401 0.34
C 4.7753 -1.6617 -4.0768 -0.21
C 2.0421 -1.3563 -5.3672 -0.19
Si 2.8955 0.2856 -2.2928 0.27
Te 0.7607 0.8674 -0.7865 0.68
Si 3.4320 2.2115 -3.5753 0.35
C 3.2759 3.6965 -2.4406 -0.22
C 5.2001 2.1343 -4.1991 -0.20
C 2.4176 2.2901 -5.1548 -0.22
Si 4.6225 0.0287 -0.6734 0.33
C 4.3243 1.2398 0.7014 -0.22
C 4.6905 -1.6984 0.0278 -0.20
C 6.2951 0.4270 -1.4214 -0.21
H 2.3416 -3.9453 -3.8544 0.05
H 1.4780 -3.2407 -2.4921 0.00
H 3.2018 -3.6073 -2.3511 0.02
H 4.9375 -2.4381 -4.8314 0.05
H 5.3371 -1.9483 -3.1843 0.02
H 5.1953 -0.7307 -4.4634 0.02
H 2.3925 -2.1438 -6.0415 0.05
H 2.2516 -0.3972 -5.8373 0.01
H 0.9595 -1.4658 -5.2714 0.00
H 4.1442 3.7304 -1.7768 0.03
H 2.3852 3.6654 -1.8116 0.00
H 3.2621 4.6258 -3.0174 0.04
H 5.9358 1.7991 -3.4691 -0.01
H 5.4845 3.1425 -4.5168 0.05
H 5.2684 1.4875 -5.0760 0.03
H 1.4171 1.8741 -5.0728 0.00
H 2.9503 1.7297 -5.9249 0.03
H 2.3320 3.3222 -5.5061 0.05
H 3.4512 0.9260 1.2686 -0.02
H 4.1421 2.2539 0.3377 0.03
H 5.1786 1.2636 1.3846 0.05
H 3.7976 -1.9474 0.6010 0.01
H 5.5521 -1.7523 0.7008 0.04
H 4.8218 -2.4643 -0.7408 0.02
H 6.4212 1.5057 -1.5377 0.03
H 6.5021 -0.0529 -2.3793 0.02
H 7.0521 0.0864 -0.7083 0.04
```

Results
Charge: +1
2S+1: 1
Orbital gap (eV): 6.1



3.
DFT (ωB97M-V/def2-TZVPD) results for a molecular structure, C62H78KN4OP2S at a distorted geometry.

```
149
Properties=species:S:1:pos:R:3:lowdin_charge:R:1
K -0.4748 -0.4119 0.3084 0.65
C -0.6159 3.9696 -2.3473 -0.05
C -1.8777 3.4074 -1.6845 -0.35
C -1.5720 3.0224 -0.2321 -0.05
C -2.5693 2.3098 -2.4852 -0.14
C -3.7911 2.6022 -3.0794 -0.05
C -4.4667 1.6607 -3.8417 -0.12
C -3.9462 0.3816 -3.9435 -0.07
C -2.7320 0.0333 -3.3564 -0.14
C -2.2639 -1.4089 -3.5499 -0.34
C -1.5333 -2.0713 -2.3743 -0.07
C -1.4279 -1.5920 -4.8225 -0.05
C -2.0050 1.0332 -2.6837 -0.20
N -0.7352 0.7561 -2.1701 0.08
C 0.3008 0.8278 -2.9808 -0.22
C 1.6364 0.4798 -2.5601 -0.18
N 1.9252 0.1222 -1.3224 0.10
C 3.2917 -0.1257 -1.0588 -0.22
C 3.7758 -1.4417 -1.1363 -0.16
C 5.1410 -1.6629 -1.0119 -0.05
C 6.0212 -0.6155 -0.7786 -0.09
C 5.5251 0.6704 -0.6381 -0.06
C 4.1632 0.9362 -0.7565 -0.16
C 3.6573 2.3617 -0.6023 -0.37
C 4.2258 3.0258 0.6557 -0.07
C 3.9691 3.2306 -1.8228 -0.05
C 2.8370 -2.5959 -1.4393 -0.37
C 2.8967 -2.9799 -2.9194 -0.05
C 3.0961 -3.8175 -0.5573 -0.07
C 2.5266 0.6179 -3.7563 -0.09
C 3.8497 0.3818 -4.0254 -0.01
C 4.3466 0.6591 -5.3313 -0.07
C 3.5568 1.1548 -6.3326 -0.04
C 2.1766 1.3958 -6.0853 -0.17
C 1.2205 1.8996 -7.0113 -0.04
C -0.0793 2.0728 -6.6182 -0.07
C -0.5313 1.7580 -5.3055 -0.01
C 0.3701 1.2692 -4.3969 -0.10
C 1.7158 1.1094 -4.8098 -0.10
H -0.3193 4.8947 -1.8456 0.08
H -0.7820 4.1935 -3.4024 0.08
H 0.2167 3.2702 -2.2785 0.07
H -2.6039 4.2278 -1.6519 0.12
H -0.7839 2.2687 -0.2141 0.05
H -2.4543 2.6250 0.2719 0.06
H -1.2233 3.8960 0.3235 0.08
H -4.2125 3.5940 -2.9500 0.11
H -5.4100 1.9100 -4.3121 0.09
H -4.4900 -0.3779 -4.4981 0.11
H -3.1906 -1.9727 -3.7072 0.12
H -0.5067 -1.7063 -2.3211 0.05
H -1.4980 -3.1522 -2.5268 0.08
H -2.0322 -1.8737 -1.4241 0.05
H -0.4344 -1.1569 -4.7067 0.07
H -1.9012 -1.1225 -5.6872 0.08
H -1.3039 -2.6572 -5.0332 0.08
H 5.5242 -2.6725 -1.1000 0.11
H 7.0843 -0.8036 -0.6910 0.09
H 6.2112 1.4853 -0.4357 0.10
H 2.5708 2.3067 -0.5011 0.11
H 5.3108 3.1351 0.5908 0.07
H 4.0044 2.4501 1.5531 0.06
H 3.8037 4.0262 0.7786 0.08
H 5.0508 3.3155 -1.9628 0.08
H 3.5669 4.2373 -1.6851 0.08
H 3.5442 2.8154 -2.7360 0.07
H 1.8239 -2.2366 -1.2394 0.11
H 3.9000 -3.3278 -3.1821 0.08
H 2.6528 -2.1350 -3.5667 0.06
H 2.1928 -3.7883 -3.1313 0.07
H 4.0721 -4.2626 -0.7727 0.07
H 2.3426 -4.5846 -0.7501 0.08
H 3.0555 -3.5653 0.5009 0.06
H 4.5312 0.0057 -3.2751 0.10
H 5.3953 0.4724 -5.5289 0.10
H 3.9748 1.3582 -7.3117 0.10
H 1.5243 2.1434 -8.0228 0.10
H -0.7990 2.4583 -7.3307 0.10
H -1.5744 1.9018 -5.0570 0.10
C -2.9760 -1.2449 4.6064 -0.30
P -1.5503 -0.4690 3.7153 1.03
C -0.3760 -1.9341 3.7042 -0.41
N -1.1102 -3.0220 4.0668 0.02
C -0.5423 -4.2537 3.9852 -0.25
C -1.2665 -5.3958 4.3559 -0.06
C -0.6862 -6.6551 4.3013 -0.14
C 0.6318 -6.7981 3.8694 -0.14
C 1.3622 -5.6828 3.4853 -0.05
C 0.7903 -4.4034 3.5267 -0.25
N 1.4937 -3.3201 3.1112 0.01
C 0.9332 -2.0829 3.2070 -0.44
P 2.2792 -1.0843 2.4011 1.08
C 1.7036 0.6653 2.1851 -0.31
C 3.6440 -0.9713 3.7253 -0.70
C 3.4834 0.1313 4.7679 -0.11
C 4.9031 -0.6721 2.8925 -0.12
C 3.8467 -2.2898 4.4693 -0.12
C -1.1656 0.8234 5.0541 -0.73
C 0.1197 1.5734 4.7526 -0.12
C -2.3001 1.8569 5.0071 -0.12
C -1.0558 0.2179 6.4541 -0.10
H -2.6356 -1.7119 5.5268 0.03
H -3.4293 -2.0335 4.0176 0.01
H -3.7166 -0.4742 4.8239 0.03
H -2.2880 -5.2622 4.6928 0.09
H -1.2582 -7.5273 4.5947 0.08
H 1.0861 -7.7808 3.8304 0.08
H 2.3826 -5.7715 3.1320 0.10
H 2.0318 1.3692 2.9403 0.01
H 0.6153 0.6785 2.1591 -0.04
H 2.0643 0.9913 1.2089 0.00
H 3.4657 1.1309 4.3294 0.07
H 4.3408 0.0953 5.4487 0.08
H 2.5891 -0.0069 5.3759 0.07
H 4.7977 0.2471 2.3049 0.06
H 5.1112 -1.4782 2.1868 0.07
H 5.7682 -0.5530 3.5537 0.08
H 3.0047 -2.5167 5.1245 0.08
H 4.7495 -2.1937 5.0834 0.08
H 3.9630 -3.1318 3.7912 0.07
H 0.0445 2.1351 3.8223 0.07
H 0.9614 0.8926 4.6773 0.03
H 0.3271 2.2858 5.5579 0.09
H -2.3656 2.3214 4.0205 0.07
H -2.0956 2.6441 5.7396 0.08
H -3.2751 1.4333 5.2466 0.06
H -0.3640 -0.6281 6.4636 0.08
H -2.0162 -0.1252 6.8357 0.07
H -0.6755 0.9728 7.1503 0.08
C -8.5420 2.8817 -1.6260 -0.05
C -7.3687 2.2458 -0.9299 -0.27
C -6.9152 2.7258 0.2909 -0.04
C -5.8299 2.1335 0.9277 -0.08
C -5.2062 1.0483 0.3389 -0.39
C -5.6285 0.5656 -0.8910 -0.06
C -6.7063 1.1650 -1.5132 -0.04
S -3.8558 0.2908 1.2323 0.88
C -4.7270 -1.2060 1.6898 -0.22
O -2.8433 -0.1850 0.2311 -0.67
H -8.8582 3.7914 -1.1172 0.07
H -9.3942 2.1998 -1.6542 0.08
H -8.2952 3.1373 -2.6574 0.08
H -7.4025 3.5807 0.7443 0.11
H -5.4647 2.5215 1.8715 0.11
H -5.0794 -0.2354 -1.3720 0.12
H -7.0247 0.8074 -2.4853 0.12
H -5.1852 -1.6174 0.7918 0.06
H -5.4775 -0.9763 2.4450 0.07
H -3.9778 -1.8873 2.0847 0.04
```

Results
Charge: -1
2S+1: 1
Orbital gap (alpha / beta) (eV): 5.0 / 4.1